A structure of composition CN2O3S at a distorted geometry, computed with ωB97M-V with the def2-TZVPD basis set.

As for the energy relative to the best compared isomer or geometry (same formula, charge and spin): 156.4 kJ/mol.

```
7
CN2O3S (ωB97M-V with the def2-TZVPD basis set)
C 0.2770 1.3886 0.0279
N 1.2147 2.0107 0.2870
N -0.2215 -1.3120 0.4072
O -0.7879 -2.0337 1.2049
O 0.8295 -1.5242 -0.1923
O -0.8511 0.4395 -1.9083
S -1.1530 0.5864 -0.4548
```

An isolated molecule of C3H3N3S at a distorted geometry, computed with ωB97M-V with the def2-TZVPD basis set.

Its structure (SMILES) is C1=NC=NSC=N1. As for the energy relative to the best compared isomer or geometry (same formula, charge and spin): 181.2 kJ/mol.

```
10
C3H3N3S (ωB97M-V with the def2-TZVPD basis set)
C 0.9059 -1.2625 0.2761
C -1.1540 -0.4945 -0.4705
C -0.1713 1.5177 0.2058
H 1.4715 -1.9703 0.8392
H -1.9220 -1.0164 -1.0570
H -0.5527 2.4012 0.7000
N -0.3611 -1.3749 0.2625
N -1.1365 0.7789 -0.4837
N 1.0994 1.3910 0.2673
S 1.8209 0.0299 -0.5397
```

A structure of composition C7H8O at a distorted geometry, computed with ωB97M-V with the def2-TZVPD basis set.

As for the energy relative to the best compared isomer or geometry (same formula, charge and spin): 620.0 kJ/mol.

```
16
C7H8O (ωB97M-V with the def2-TZVPD basis set)
C 2.0325 -0.6294 0.7447
C 0.7323 -0.2679 0.3886
C -0.0785 1.0206 -0.1371
C -0.1842 0.3092 -1.5407
C -0.4620 -1.1305 0.2277
C -1.4174 -0.1462 0.8255
C -1.3025 1.1104 0.6038
H 2.8199 0.3124 0.5423
H 2.4090 -1.6284 0.7597
H 0.6062 1.9864 0.1276
H -1.0712 0.7707 -2.1428
H 0.7973 0.4332 -2.3141
H -0.4258 -2.2181 0.6690
H -2.2559 -0.7794 1.2138
H -1.8934 1.9249 1.3310
O -0.3064 -1.0681 -1.2991
```